Entry 1:
A cluster of 2 separate species, C9H21O4P in total. Source: the OMol25 dataset; level of theory: ωB97M-V with the def2-TZVPD basis set.

```
35
Properties=species:S:1:pos:R:3
H 0.153 -0.765 0.304
C -0.149 0.437 3.247
H 1.147 0.967 4.946
H -1.010 1.594 -1.055
C 0.104 1.795 2.558
H 0.205 2.616 3.281
O 2.985 -0.327 -3.783
H -3.814 -2.194 -1.137
H 1.025 1.753 1.969
H 0.879 -0.768 4.734
H -1.040 0.594 3.902
H -1.946 -1.542 0.552
O 2.047 0.785 -2.081
C 0.657 1.038 -2.296
H 1.746 -2.173 -1.987
H 1.964 0.099 3.633
H 0.561 2.040 -2.720
H -3.797 0.031 -3.080
H 0.243 0.355 -3.048
O -0.257 -0.565 2.328
H 3.520 -2.139 -2.051
H -0.729 2.045 1.892
P -2.920 -1.186 -1.506
H -2.140 -1.741 -2.522
H -2.354 0.185 0.355
O -3.737 0.033 -2.115
C -1.919 -0.686 -0.134
C -0.121 0.963 -0.986
C -0.454 -0.480 -0.562
C 2.635 -1.569 -1.789
C 2.568 -0.342 -2.654
H 0.536 1.413 -0.241
C 1.032 0.170 4.198
H -0.228 -1.124 -1.420
H 2.607 -1.310 -0.732
```

Summary:
Frontier orbital gap ... 4.481 eV
F_max ... 0.98 eV Å⁻¹
Energy ... -27148.3380 eV

=====

Entry 2:
The ion C9H22BN2O4P2S3 with charge +1. Source: the OMol25 dataset; level of theory: ωB97M-V with the def2-TZVPD basis set.

```
43
Properties=species:S:1:pos:R:3
H 1.089 -3.166 -1.217
C -3.848 1.432 -1.071
N -4.459 0.612 -0.026
O 3.306 0.054 -1.029
O -2.503 3.430 -1.291
P 1.820 0.273 -1.585
H 0.511 -3.822 1.720
H -1.993 -1.914 -0.339
B 1.218 1.369 0.907
H 2.785 -2.741 -1.505
H -2.535 2.307 0.432
S -1.426 -0.018 1.352
C 2.091 -3.166 -0.788
O 1.711 1.872 -1.682
S -1.457 -1.235 -1.360
H -4.550 2.209 -1.381
H -0.484 2.245 -1.098
C 2.539 1.258 1.736
H -0.278 -1.907 2.352
H 3.327 1.736 1.144
C -0.182 -1.161 1.577
H 2.497 2.276 -2.088
H -4.487 -0.368 -0.266
S 1.387 -0.679 -3.169
H 2.366 -4.200 -0.568
O 0.488 2.526 0.949
H 1.589 -3.186 2.980
H 2.871 0.257 2.011
P 2.197 -2.284 0.799
H -3.646 0.823 -1.954
H 2.174 -4.401 1.823
C -1.256 1.488 -1.135
C -0.814 0.218 -0.395
C 0.704 0.119 -0.099
H -2.964 4.080 -0.747
H -1.428 1.199 -2.172
N 0.822 -1.104 0.756
H 3.404 -0.366 -0.157
C 1.538 -3.525 1.947
H -4.038 0.723 0.883
H 0.025 2.712 1.777
H 2.443 1.871 2.634
C -2.556 2.154 -0.659
```

Summary:
Frontier orbital gap ... 7.481 eV
F_max ... 0.80 eV Å⁻¹
Energy ... -72616.0463 eV
Net charge ... +1

=====

Entry 3:
A structure of composition C9H22ClI2N2P2Sn at a distorted geometry. Source: the OMol25 dataset; level of theory: ωB97M-V with the def2-TZVPD basis set.

```
39
Properties=species:S:1:pos:R:3
I 2.178 1.534 0.894
H -0.364 0.994 3.357
C 0.722 -1.775 -3.273
H 1.509 -1.797 -4.049
H -4.050 0.509 2.273
H 1.770 -3.072 1.535
H 3.443 -1.462 -2.424
H -1.453 3.091 1.938
H 1.059 1.331 -3.606
C -3.476 -0.039 1.499
C 3.460 -0.967 3.533
H 3.010 -3.157 3.586
H -2.107 0.751 3.850
I -0.026 -2.433 1.369
P 1.226 -0.516 -1.987
H -0.247 -1.490 -3.702
H -3.352 -1.095 1.760
H 4.201 -0.644 4.214
H -3.118 2.533 2.373
Sn -1.936 0.931 -2.038
N 1.877 -0.715 1.939
H 2.610 -2.220 -0.990
H 2.450 0.228 -3.965
C 2.846 -1.282 -1.514
C 2.730 -0.042 2.772
P -1.768 0.732 1.425
H 2.557 1.151 2.854
H 0.633 -2.744 -2.771
C 2.016 -1.992 2.200
H 3.333 -0.570 -0.826
H -3.958 0.048 0.516
H -1.088 -0.658 3.266
C -2.317 2.501 1.616
H 2.547 1.436 -2.618
C -1.289 0.423 3.186
H -2.677 2.880 0.651
Cl -3.476 1.662 -3.676
C 1.892 0.760 -3.176
N 2.858 -2.183 3.251
```

Summary:
ΔE to the lowest compared entry with this formula, charge and spin ... 74.0 kcal per mole
Frontier orbital gap (spin up / spin down) ... 4.429 / 4.337 eV
F_max ... 3.39 eV Å⁻¹
Energy ... -65766.6178 eV
Net charge ... +3

=====

Entry 4:
A structure of composition C9H22ClI2N2P2V at a distorted geometry. Source: the OMol25 dataset; level of theory: ωB97M-V with the def2-TZVPD basis set.

```
39
Properties=species:S:1:pos:R:3
H -1.476 3.322 -2.730
H -1.033 -4.407 1.043
C 0.521 3.264 -0.652
C -1.478 2.271 -2.427
H 1.201 -1.750 2.762
H 1.577 -2.874 1.398
Cl 0.303 0.969 2.088
I -1.164 -1.034 -2.085
H 0.586 -3.450 2.800
H 1.235 2.964 -1.429
P -0.919 2.163 -0.698
H -0.802 1.692 -3.067
H -3.199 2.702 -0.088
H 0.189 4.295 -0.826
H -0.561 -3.630 -0.522
H -1.709 -2.853 3.245
H -2.069 4.132 -0.147
V -0.102 -0.013 0.061
H 1.562 -0.809 -2.685
C 3.621 -0.451 -1.997
P -0.661 -2.039 1.308
C 0.837 -2.591 2.160
N 1.841 -0.108 -0.661
H -1.775 -1.052 3.186
C 2.264 -0.475 -1.947
I -3.996 -0.209 0.110
H 4.996 -0.050 -0.371
H 4.258 -0.841 -2.778
H -2.041 2.998 1.250
C 2.937 0.191 0.042
H 2.962 0.494 1.085
H 0.980 3.183 0.340
C -2.203 3.090 0.169
H -2.918 -1.995 2.177
C -1.175 -3.534 0.386
N 4.041 -0.018 -0.731
H -2.232 -3.430 0.106
H -2.487 1.860 -2.487
C -1.908 -1.977 2.613
```

Summary:
ΔE to the lowest compared entry with this formula, charge and spin ... 0.0 kcal per mole
Multiplicity ... 3
Frontier orbital gap (spin up / spin down) ... 6.207 / 6.707 eV
F_max ... 1.79 eV Å⁻¹
Energy ... -85646.4346 eV
Net charge ... +2

=====

Entry 5:
A structure of composition C9H22HgNO4P at a distorted geometry. Source: the OMol25 dataset; level of theory: ωB97M-V with the def2-TZVPD basis set.

```
38
Properties=species:S:1:pos:R:3
H -14.734 6.586 5.409
P -11.235 6.703 2.866
C -8.771 3.794 1.866
C -14.441 8.951 -0.438
H -8.575 2.732 1.910
H -10.284 3.681 3.409
H -12.308 5.513 5.564
C -15.888 7.915 -2.472
H -14.790 5.052 1.225
C -9.416 8.192 1.521
H -15.984 9.851 -1.428
O -10.026 5.608 2.923
O -15.681 6.705 -2.360
H -12.367 7.136 6.252
H -8.657 8.910 1.911
H -14.038 7.819 4.376
C -15.158 9.133 -1.684
H -8.890 7.232 1.311
H -11.110 8.220 0.270
H -14.540 9.644 -2.491
C -10.164 8.763 0.345
H -17.490 7.518 -3.647
H -10.973 4.050 1.831
H -14.258 8.000 0.060
H -10.481 9.783 0.565
H -17.379 9.117 -3.352
O -10.352 8.047 2.606
O -11.483 7.042 4.478
H -9.673 8.726 -0.626
C -10.122 4.219 2.510
C -13.912 6.778 4.706
Hg -13.376 5.885 0.664
H -13.886 9.755 0.023
H -14.043 6.180 3.770
C -12.519 6.566 5.323
H -7.971 4.317 2.413
H -8.728 4.155 0.822
N -17.079 8.209 -3.062
```

Summary:
ΔE to the lowest compared entry with this formula, charge and spin ... 0.0 kcal per mole
Multiplicity ... 2
Frontier orbital gap (spin up / spin down) ... 4.383 / 4.107 eV
F_max ... 3.21 eV Å⁻¹
Energy ... -32830.8792 eV
Net charge ... -1

=====

Entry 6:
A cluster of 2 separate species, C9H22O6P in total at a distorted geometry. Source: the OMol25 dataset; level of theory: ωB97M-V with the def2-TZVPD basis set.

```
38
Properties=species:S:1:pos:R:3
C 0.017 -3.025 0.917
H -0.895 0.113 -1.871
C 2.737 -1.097 -1.258
H -1.403 -1.397 1.586
H 2.156 -1.552 -3.481
H -0.041 -3.769 -0.015
H 2.843 -0.182 -0.505
H 0.381 -0.634 -3.627
H 0.540 1.216 -1.377
H -3.346 4.491 2.885
C -0.877 -1.658 0.545
H -0.428 3.650 3.219
H -1.893 5.521 2.947
H 1.127 -2.773 1.184
H -1.864 -1.848 -1.623
O -2.187 4.455 1.194
C 0.184 0.075 -1.360
O 4.079 -1.246 -1.881
C -1.909 3.148 0.915
C 0.052 -0.359 0.179
O -1.615 2.453 2.053
O 4.996 -1.109 -0.930
P 1.328 -0.863 -2.528
H -0.496 0.561 0.719
H 1.961 0.392 -2.936
H -2.459 -3.086 -0.265
H 2.502 -2.066 -0.634
H 5.026 -0.142 -0.650
H -1.872 3.000 4.035
C -2.291 4.562 2.601
H -0.578 -3.570 1.786
C -1.488 3.402 3.094
H 1.105 -3.150 -2.698
H 1.047 -0.475 0.806
C -2.107 -1.971 -0.487
O 0.610 -2.450 -2.171
O -1.919 2.665 -0.204
H -3.020 -1.285 -0.163
```

Summary:
Frontier orbital gap ... 5.533 eV
F_max ... 4.70 eV Å⁻¹
Energy ... -31256.3271 eV
Net charge ... -1